A 2-piece molecular cluster, CH8N4O2 overall. Source: the OMol25 dataset; level of theory: ωB97M-V with the def2-TZVPD basis set.

```
! wB97M-V def2-TZVPD RIJCOSX def2/J DEFGRID3
* xyz 0 1
N -0.58 -1.64 -0.39
C 0.41 -0.93 0.19
N 1.42 -0.65 -0.66
N 0.33 -0.36 1.37
O -0.76 -0.89 2.09
H -0.25 -2.35 -1.03
H -1.26 -1.94 0.30
H 1.08 -0.17 -1.49
H 2.11 -0.06 -0.20
H -0.52 -0.68 3.01
N -0.73 1.89 -0.26
O 0.21 2.13 -1.35
H -1.41 1.25 -0.68
H -0.22 1.32 0.56
H 0.16 3.09 -1.48
*
```

The LUMO energy is 0.034 Ha. Its highest occupied orbital energy is -8.522 eV. As for the SMILES: NC(N)=NO.NO.

---

One molecule with the formula C2H3ClF2S. Source: the OMol25 dataset; level of theory: ωB97M-V with the def2-TZVPD basis set.

```
! wB97M-V def2-TZVPD RIJCOSX def2/J DEFGRID3
* xyz 0 1
F 0.61 -0.86 1.29
C 0.57 -0.46 -0.01
F 1.43 -1.26 -0.59
Cl 1.17 1.32 -0.06
C -0.72 -0.56 -0.73
S -2.14 0.17 0.08
H -0.63 0.14 -1.64
H -1.06 -1.66 -1.03
H -1.40 1.51 0.45
*
```

The LUMO energy is 0.018 Ha. Its highest occupied orbital energy is -9.562 eV. As for the SMILES: FC(F)(Cl)CS.

---

C19H39HfN2O11 as an isolated structure. Source: the OMol25 dataset; level of theory: ωB97M-V with the def2-TZVPD basis set.

```
! wB97M-V def2-TZVPD RIJCOSX def2/J DEFGRID3
* xyz 3 1
Hf 0.29 -2.01 -2.66
N -0.37 1.51 -0.72
O 0.67 0.85 -0.76
O -0.65 2.41 0.07
O -1.14 1.00 -1.54
C -5.83 2.80 -2.97
N -5.04 3.64 -3.96
O -4.88 4.84 -3.62
O -4.71 3.21 -5.03
H -5.76 3.45 -2.09
H -5.31 1.85 -2.93
H -6.82 2.80 -3.43
C 0.96 -3.67 -6.78
O 0.75 -2.39 -6.18
C 0.95 -1.41 -7.19
C 0.39 -0.07 -6.73
O 0.63 0.18 -5.31
C 0.98 1.54 -5.18
H 1.80 -3.73 -7.47
H 0.08 -3.80 -7.41
H 1.06 -4.59 -6.20
H 0.40 -1.74 -8.07
H 1.94 -1.25 -7.64
H -0.68 -0.11 -6.89
H 0.79 0.72 -7.36
H 1.18 1.91 -4.17
H 0.10 2.09 -5.52
H 1.84 2.02 -5.65
C 2.71 -3.67 0.92
O 1.53 -2.85 0.69
C 0.84 -2.45 1.86
C -0.65 -2.89 1.77
O -1.17 -2.44 0.47
C -2.61 -2.42 0.55
H 3.46 -3.10 1.47
H 3.16 -4.06 0.00
H 2.46 -4.62 1.39
H 0.95 -1.37 1.92
H 1.21 -2.89 2.79
H -1.23 -2.51 2.61
H -0.69 -3.98 1.71
H -3.08 -1.93 -0.30
H -3.06 -1.97 1.44
H -2.92 -3.46 0.51
C 6.87 -1.31 5.02
O 6.48 -0.35 4.07
C 5.33 0.46 4.33
C 4.74 1.04 2.94
O 5.57 2.07 2.41
C 4.99 2.75 1.26
H 6.97 -0.87 6.02
H 7.82 -1.76 4.78
H 6.16 -2.14 4.97
H 5.67 1.35 4.86
H 4.58 -0.06 4.93
H 3.78 1.48 3.22
H 4.68 0.15 2.31
H 4.03 3.19 1.55
H 4.82 2.05 0.44
H 5.72 3.51 0.98
C -6.32 2.17 5.69
C -5.91 0.85 5.63
C -4.74 0.62 4.87
C -4.04 1.64 4.20
C -4.57 2.97 4.29
C -5.71 3.17 4.98
H -7.14 2.46 6.34
H -6.43 0.16 6.28
H -4.44 -0.41 4.75
H -3.16 1.37 3.64
H -4.16 3.84 3.80
H -6.08 4.18 5.09
*
```

The LUMO energy is -0.521 Ha. Its highest occupied orbital energy is -15.580 eV.

---

An isolated ion of composition C10H12N3O and charge +1. Source: the OMol25 dataset; level of theory: ωB97M-V with the def2-TZVPD basis set.

```
! wB97M-V def2-TZVPD RIJCOSX def2/J DEFGRID3
* xyz 1 1
N 1.48 2.16 0.91
N 2.16 2.09 -0.01
C 2.51 1.20 -0.93
C 1.40 0.03 -0.97
N 0.67 -0.03 0.27
C 1.24 -0.93 1.26
C 1.17 -2.39 0.86
O 1.01 -2.71 -0.32
C -0.74 0.14 0.25
C -1.44 -0.79 -0.45
C -2.81 -0.67 -0.68
C -3.47 0.43 -0.23
C -2.70 1.46 0.41
C -1.33 1.35 0.57
H 3.52 0.77 -0.86
H 2.65 1.57 -1.95
H 0.62 0.27 -1.77
H 2.05 -0.78 -1.20
H 1.02 -0.79 2.32
H 2.33 -0.81 1.17
H 1.44 -3.24 1.52
H -1.00 -1.77 -0.63
H -3.36 -1.59 -0.91
H -4.53 0.62 -0.39
H -3.24 2.35 0.77
H -0.65 2.07 1.00
*
```

The LUMO energy (spin up / spin down) is -0.198 / -0.198 Ha. Its highest occupied orbital energy (spin up / spin down) is -12.765 / -12.765 eV. As for the SMILES: N#[N+]CCN(CC=O)c1ccccc1.

---

One molecule with the formula C11H13N3. Source: the OMol25 dataset; level of theory: ωB97M-V with the def2-TZVPD basis set.

```
! wB97M-V def2-TZVPD RIJCOSX def2/J DEFGRID3
* xyz 0 1
C -3.78 -0.54 -0.58
C -3.16 -0.01 0.85
C -1.59 1.96 0.12
C 0.33 0.82 0.02
C -0.68 0.06 0.50
C 1.71 0.25 -0.19
C 2.09 -0.93 -0.03
C 3.48 -1.33 0.14
C 4.55 -0.44 0.08
C 4.09 0.89 -0.18
C 2.63 1.14 -0.62
H -2.73 -2.57 -0.65
H -1.43 -0.80 -0.17
H -4.67 -1.14 -0.48
H -4.13 0.31 -1.26
H -3.66 0.74 1.33
H -2.96 -0.73 1.63
H -2.50 2.65 -0.26
H -0.55 -0.90 1.17
H 1.50 -1.62 0.40
H 3.73 -2.34 0.45
H 5.76 -0.31 0.46
H 4.71 1.69 -0.47
H 2.09 1.92 -1.09
N -2.63 -1.45 -1.13
N -1.80 0.72 0.49
N -0.37 1.96 -0.53
*
```

The LUMO energy is 0.008 Ha. Its highest occupied orbital energy is -7.836 eV.

---

A 2-piece molecular cluster, C8H4N2 overall. Source: the OMol25 dataset; level of theory: ωB97M-V with the def2-TZVPD basis set.

```
! wB97M-V def2-TZVPD RIJCOSX def2/J DEFGRID3
* xyz 0 1
N -6.35 -0.61 0.40
C -5.25 -0.42 0.14
C -3.91 -0.19 -0.19
C -2.77 0.01 -0.46
C -1.43 0.24 -0.79
N -0.33 0.43 -1.06
C 3.85 -1.47 -0.33
C 3.02 -0.74 0.16
C 2.03 0.11 0.74
C 1.76 1.34 0.31
H 4.62 -2.11 -0.74
H 1.47 -0.31 1.58
H 1.00 1.96 0.79
H 2.28 1.77 -0.55
*
```

The LUMO energy is -0.035 Ha. Its highest occupied orbital energy is -9.013 eV. As for the SMILES: N#CC#CC#N.C#CC=C.

---

In order of appearance, max |F| = 0.063 0.069 0.070 0.103 0.187 0.029 hartree/bohr.
In order of appearance, energy above the lowest of the compared OMol25 structures with the same formula, charge and spin = 159.7 79.9 829.6 433.2 920.9 419.3 kJ/mol.